*P*
{
  "formula": "C5H6NS",
  "method": "ωB97M-V/def2-TZVPD",
  "orbital_gap_ev": 8.57,
  "total_charge": 1,
  "e_homo_ha": -0.533,
  "lumo_energy_ha": -0.218,
  "elements": ["C", "C", "C", "C", "C", "N", "S", "H", "H", "H", "H", "H", "H"],
  "xyz": [[1.2837, -0.4631, 0.3784], [0.4644, -1.6733, 0.2122], [-2.1964, 1.0962, -0.3616], [-0.9540, 0.3202, -0.2018], [0.5222, 0.6992, -0.2909], [-1.9424, 0.9576, 0.8078], [-1.0782, -1.6010, -0.2158], [2.3342, -0.7177, -0.0052], [1.1068, -2.5140, 0.4164], [-2.5957, 1.5475, -1.2319], [0.7179, 1.6324, 0.4436], [0.8298, 0.9205, -1.3224], [1.5078, -0.2045, 1.3712]]
}


*Q*
{
  "formula": "C5H6NS",
  "method": "ωB97M-V/def2-TZVPD",
  "orbital_gap_ev": [6.40, 5.83],
  "total_charge": 1,
  "e_homo_ha": [-0.493, -0.490],
  "lumo_energy_ha": [-0.258, -0.276],
  "elements": ["C", "C", "C", "C", "C", "N", "S", "H", "H", "H", "H", "H", "H"],
  "xyz": [[0.3808, -1.2922, 0.2313], [0.0910, 1.0746, 0.5493], [-0.5294, 1.0836, 1.6699], [0.6545, -0.0369, -0.3690], [-0.0296, 0.0577, -1.7306], [-0.2220, -1.7326, 1.1475], [-1.0458, -2.2184, 2.3104], [0.3930, 1.9772, 0.0376], [-1.0300, 1.3105, 2.6673], [1.8032, -0.0349, -0.2854], [-1.0344, -0.4104, -1.7059], [0.6114, -0.6902, -2.2227], [-0.0428, 0.9120, -2.2998]]
}


*R*
{
  "formula": "C5H6NS",
  "method": "ωB97M-V/def2-TZVPD",
  "orbital_gap_ev": [8.25, 6.60],
  "total_charge": 1,
  "e_homo_ha": [-0.527, -0.489],
  "lumo_energy_ha": [-0.223, -0.246],
  "elements": ["C", "C", "C", "C", "C", "N", "S", "H", "H", "H", "H", "H", "H"],
  "xyz": [[-2.5068, -0.4028, -0.0093], [-2.0776, 0.8914, -0.3789], [-0.2824, -1.1486, 0.4656], [0.3398, -0.0921, -0.0457], [3.1902, 0.5192, 0.0485], [-1.6481, -1.3471, 0.2674], [-0.4864, 1.2613, -0.6744], [-3.5719, -0.7816, -0.0220], [-2.7365, 1.6910, -0.6648], [0.1871, -1.9723, 0.9607], [2.9974, 1.6423, 0.0892], [3.7581, 0.0351, -0.7513], [2.8370, -0.2958, 0.7151]]
}


We find *P* to be the most stable, with the next structure 2.332 eV higher.